Computed, not measured: a 2-piece molecular cluster, C4H10N4 overall, with ωB97M-V with the def2-TZVPD basis set.

Calculated values
Total energy   -376.6536 Ha
Largest force on an atom   7.9 eV/A
HOMO-LUMO gap   7.74 eV
Spin multiplicity   1
Total charge   +2
HOMO level   -16.77 eV

Geometry (Å):
C1 7.379 0.886 0.026
C2 -10.772 1.095 -0.184
C3 7.121 -1.894 -0.065
C4 -10.563 -0.255 0.069
N1 5.155 0.991 0.009
N2 5.344 -0.240 -0.032
N3 6.346 1.646 0.044
N4 6.551 -0.603 -0.036
H1 8.438 0.986 0.061
H2 -10.788 -0.960 -0.731
H3 -11.062 -0.532 1.024
H4 -9.549 -0.407 0.501
H5 6.442 -2.587 0.436
H6 7.272 -2.228 -1.097
H7 8.084 -1.884 0.443
H8 -10.567 1.846 0.576
H9 -11.140 1.476 -1.135
H10 6.309 2.663 0.089

Okay, here come the Löwdin numbers, in e, for every atom: atom 1 (C): 0.201, atom 2 (C): 0.315, atom 3 (C): -0.009, atom 4 (C): -0.037, atom 5 (N): 0.066, atom 6 (N): 0.053, atom 7 (N): 0.075, atom 8 (N): -0.065, atom 9 (H): 0.139, atom 10 (H): 0.120, atom 11 (H): 0.172, atom 12 (H): 0.170, atom 13 (H): 0.117, atom 14 (H): 0.114, atom 15 (H): 0.109, atom 16 (H): 0.129, atom 17 (H): 0.131, atom 18 (H): 0.199

***

Computed, not measured: C38H39BN5O2S3SbSn as an isolated structure, with ωB97M-V with the def2-TZVPD basis set.

Calculated values
Total energy   -3569.2417 Ha
Largest force on an atom   0.2 eV/A
HOMO-LUMO gap   6.22 eV
Spin multiplicity   1
Total charge   +2
HOMO level   -12.12 eV

Geometry (Å):
Sn1 0.829 -0.188 0.874
C1 1.848 1.901 3.072
C2 0.316 1.822 3.071
N1 -0.134 0.422 2.858
C3 0.209 -0.479 3.994
C4 0.601 -1.873 3.522
N2 1.517 -1.843 2.356
C5 2.959 -1.610 2.608
C6 3.243 -0.180 3.047
N3 2.472 0.821 2.257
H1 2.250 1.860 4.084
H2 2.146 2.863 2.653
H3 -0.093 2.415 2.252
H4 -0.087 2.219 4.005
H5 -1.143 0.424 2.723
H6 -0.642 -0.563 4.671
H7 1.007 -0.007 4.562
H8 -0.296 -2.407 3.196
H9 1.034 -2.439 4.351
H10 1.435 -2.742 1.885
H11 3.473 -1.818 1.667
H12 3.345 -2.311 3.351
H13 4.312 0.011 2.938
H14 3.016 -0.045 4.103
H15 3.116 1.288 1.612
C7 0.224 6.786 -3.441
C8 0.012 6.788 -2.070
C9 0.283 5.650 -1.325
C10 0.788 4.513 -1.952
C11 0.982 4.504 -3.329
C12 0.701 5.646 -4.069
Sb1 1.210 2.802 -0.788
C13 2.063 1.539 -2.268
C14 3.274 1.859 -2.885
C15 3.808 1.023 -3.853
C16 3.144 -0.143 -4.214
C17 1.932 -0.462 -3.623
C18 1.392 0.381 -2.657
C19 3.032 3.397 0.178
C20 3.063 4.582 0.913
C21 4.193 4.940 1.636
C22 5.308 4.113 1.644
C23 5.296 2.935 0.910
C24 4.167 2.582 0.178
H16 0.009 7.671 -4.022
H17 -0.373 7.673 -1.581
H18 0.084 5.661 -0.260
H19 1.356 3.623 -3.833
H20 0.858 5.642 -5.139
H21 3.800 2.768 -2.620
H22 4.742 1.285 -4.333
H23 3.567 -0.793 -4.968
H24 1.398 -1.354 -3.923
H25 0.413 0.145 -2.243
H26 2.211 5.252 0.914
H27 4.206 5.871 2.186
H28 6.191 4.397 2.199
H29 6.176 2.307 0.881
H30 4.195 1.682 -0.430
S1 -3.685 -6.424 3.217
C25 -3.567 -5.036 2.381
S2 -1.993 -4.328 2.043
C26 -2.768 -2.976 1.320
N4 -4.043 -3.028 1.284
N5 -4.503 -4.176 1.841
C27 -5.938 -4.327 1.842
C28 -6.527 -5.578 1.906
C29 -7.913 -5.670 1.890
C30 -8.699 -4.533 1.809
C31 -8.089 -3.287 1.735
C32 -6.711 -3.176 1.749
S3 -1.929 -1.556 0.671
H31 -5.934 -6.476 1.957
H32 -8.370 -6.647 1.938
H33 -9.776 -4.615 1.799
H34 -8.689 -2.391 1.666
H35 -6.245 -2.204 1.688
O1 -1.798 -1.197 -2.110
B1 -1.654 -2.087 -1.081
O2 -1.226 -3.328 -1.462
C33 -1.122 -3.225 -2.850
C34 -0.750 -4.195 -3.749
C35 -0.736 -3.806 -5.087
C36 -1.083 -2.515 -5.480
C37 -1.458 -1.545 -4.553
C38 -1.461 -1.945 -3.239
H36 -0.499 -5.198 -3.438
H37 -0.460 -4.530 -5.841
H38 -1.069 -2.261 -6.530
H39 -1.741 -0.544 -4.845

Okay, here come the Löwdin numbers, in e, for every atom: atom 1 (Sn): 1.241, atom 2 (C): -0.157, atom 3 (C): -0.178, atom 4 (N): -0.178, atom 5 (C): -0.139, atom 6 (C): -0.160, atom 7 (N): -0.187, atom 8 (C): -0.166, atom 9 (C): -0.152, atom 10 (N): -0.138, atom 11 (H): 0.129, atom 12 (H): 0.109, atom 13 (H): 0.092, atom 14 (H): 0.141, atom 15 (H): 0.113, atom 16 (H): 0.148, atom 17 (H): 0.112, atom 18 (H): 0.073, atom 19 (H): 0.146, atom 20 (H): 0.132, atom 21 (H): 0.131, atom 22 (H): 0.141, atom 23 (H): 0.141, atom 24 (H): 0.117, atom 25 (H): 0.064, atom 26 (C): -0.061, atom 27 (C): -0.070, atom 28 (C): -0.150, atom 29 (C): -0.396, atom 30 (C): -0.116, atom 31 (C): -0.063, atom 32 (Sb): 1.460, atom 33 (C): -0.430, atom 34 (C): -0.140, atom 35 (C): -0.057, atom 36 (C): -0.055, atom 37 (C): -0.064, atom 38 (C): -0.175, atom 39 (C): -0.403, atom 40 (C): -0.136, atom 41 (C): -0.061, atom 42 (C): -0.060, atom 43 (C): -0.071, atom 44 (C): -0.176, atom 45 (H): 0.114, atom 46 (H): 0.112, atom 47 (H): 0.088, atom 48 (H): 0.091, atom 49 (H): 0.113, atom 50 (H): 0.109, atom 51 (H): 0.116, atom 52 (H): 0.115, atom 53 (H): 0.099, atom 54 (H): 0.056, atom 55 (H): 0.093, atom 56 (H): 0.116, atom 57 (H): 0.115, atom 58 (H): 0.113, atom 59 (H): 0.095, atom 60 (S): 0.706, atom 61 (C): -1.067, atom 62 (S): 1.003, atom 63 (C): -0.930, atom 64 (N): 0.052, atom 65 (N): -0.113, atom 66 (C): -0.191, atom 67 (C): -0.040, atom 68 (C): -0.058, atom 69 (C): -0.066, atom 70 (C): -0.067, atom 71 (C): -0.028, atom 72 (S): 0.915, atom 73 (H): 0.060, atom 74 (H): 0.114, atom 75 (H): 0.112, atom 76 (H): 0.110, atom 77 (H): 0.103, atom 78 (O): 0.155, atom 79 (B): -0.905, atom 80 (O): 0.177, atom 81 (C): -0.174, atom 82 (C): 0.030, atom 83 (C): -0.054, atom 84 (C): -0.058, atom 85 (C): 0.016, atom 86 (C): -0.194, atom 87 (H): 0.130, atom 88 (H): 0.115, atom 89 (H): 0.115, atom 90 (H): 0.133

***

Computed, not measured: one molecule with the formula CH3I3OSi, with ωB97M-V with the def2-TZVPD basis set.

Calculated values
Total energy   -1297.8506 Ha
Largest force on an atom   2.5 eV/A
HOMO-LUMO gap   8.99 eV
Spin multiplicity   1
Total charge   0
HOMO level   -9.70 eV

Geometry (Å):
C1 -1.400 -0.068 -0.070
O1 -0.266 -0.058 -0.873
Si1 1.186 0.030 -0.097
I1 2.689 -0.009 -2.030
I2 1.527 2.016 1.379
I3 1.522 -1.998 1.335
H1 -2.153 0.221 -0.788
H2 -1.437 0.745 0.571
H3 -1.668 -0.879 0.573

Okay, here come the Löwdin numbers, in e, for every atom: atom 1 (C): -0.214, atom 2 (O): -0.434, atom 3 (Si): -0.799, atom 4 (I): 0.449, atom 5 (I): 0.402, atom 6 (I): 0.388, atom 7 (H): 0.098, atom 8 (H): 0.033, atom 9 (H): 0.076

***

Computed, not measured: a 8-piece molecular cluster, C20H58N2O8 overall, with ωB97M-V with the def2-TZVPD basis set.

Calculated values
Total energy   -1508.0920 Ha
Largest force on an atom   2.8 eV/A
HOMO-LUMO gap   8.91 eV
Spin multiplicity   1
Total charge   0
HOMO level   -8.54 eV

Geometry (Å):
C1 1.138 -1.765 -0.028
O1 1.503 -0.461 0.378
C2 0.432 0.244 1.001
C3 -0.353 0.930 -0.119
C4 0.390 2.077 -0.768
N1 -1.693 1.368 0.292
H1 0.880 -2.375 0.845
H2 2.048 -2.242 -0.403
H3 0.415 -1.809 -0.845
H4 -0.238 -0.342 1.635
H5 0.943 0.954 1.654
H6 -0.569 0.152 -0.866
H7 0.763 2.809 -0.054
H8 -0.143 2.508 -1.621
H9 1.268 1.700 -1.307
H10 -2.360 0.618 0.434
H11 -2.092 1.953 -0.431
C5 -1.959 -4.360 -1.180
O2 -1.842 -3.116 -1.812
C6 -2.517 -2.072 -1.165
C7 -4.045 -2.175 -1.099
C8 -4.589 -2.104 -2.550
N2 -4.686 -1.075 -0.369
H12 -2.956 -4.814 -1.166
H13 -1.674 -4.280 -0.122
H14 -1.304 -5.102 -1.632
H15 -2.184 -2.076 -0.114
H16 -2.235 -1.109 -1.589
H17 -4.334 -3.146 -0.698
H18 -4.446 -1.116 -2.991
H19 -5.648 -2.360 -2.598
H20 -4.023 -2.793 -3.186
H21 -4.875 -0.254 -0.931
H22 -5.630 -1.355 -0.118
C9 -2.970 -3.098 3.040
C10 -2.614 -1.667 2.746
O3 -3.722 -0.837 2.480
H23 -3.564 -3.555 2.236
H24 -3.650 -3.197 3.891
H25 -2.121 -3.775 3.143
H26 -1.959 -1.663 1.861
H27 -2.014 -1.194 3.525
H28 -4.061 -1.012 1.586
C11 4.734 1.289 -0.355
C12 5.908 1.944 -1.073
O4 6.571 0.901 -1.802
H29 3.964 1.059 -1.084
H30 4.323 1.978 0.396
H31 5.000 0.474 0.318
H32 6.624 2.462 -0.429
H33 5.543 2.687 -1.790
H34 6.891 1.269 -2.629
C13 -4.976 3.837 -1.455
C14 -4.899 2.335 -1.278
O5 -3.707 1.718 -1.709
H35 -4.776 4.129 -2.490
H36 -4.237 4.367 -0.853
H37 -5.981 4.163 -1.190
H38 -5.769 1.893 -1.791
H39 -5.122 2.058 -0.245
H40 -3.526 1.997 -2.613
C15 2.947 -4.917 -2.106
C16 2.434 -5.300 -0.737
O6 1.902 -6.631 -0.864
H41 3.787 -5.492 -2.495
H42 3.195 -3.862 -2.232
H43 2.149 -5.097 -2.834
H44 1.611 -4.666 -0.396
H45 3.234 -5.321 0.009
H46 1.586 -6.883 0.009
C17 3.202 5.114 -0.246
C18 2.068 5.553 -1.186
O7 2.636 6.199 -2.323
H47 3.734 4.310 -0.750
H48 2.855 4.838 0.751
H49 3.809 6.008 -0.093
H50 1.476 6.279 -0.629
H51 1.508 4.665 -1.481
H52 2.640 5.573 -3.050
C19 3.131 1.709 3.632
C20 3.179 1.935 5.124
O8 4.286 1.264 5.692
H53 3.918 2.290 3.142
H54 2.159 2.058 3.290
H55 3.362 0.689 3.326
H56 2.220 1.619 5.555
H57 3.258 3.002 5.366
H58 4.442 1.486 6.611

Okay, here come the Löwdin numbers, in e, for every atom: atom 1 (C): -0.105, atom 2 (O): -0.187, atom 3 (C): -0.167, atom 4 (C): -0.429, atom 5 (C): -0.057, atom 6 (N): 0.054, atom 7 (H): 0.091, atom 8 (H): 0.076, atom 9 (H): 0.079, atom 10 (H): 0.104, atom 11 (H): 0.107, atom 12 (H): 0.109, atom 13 (H): 0.077, atom 14 (H): 0.076, atom 15 (H): 0.076, atom 16 (H): 0.044, atom 17 (H): 0.033, atom 18 (C): -0.107, atom 19 (O): -0.170, atom 20 (C): -0.218, atom 21 (C): -0.390, atom 22 (C): -0.054, atom 23 (N): 0.056, atom 24 (H): 0.085, atom 25 (H): 0.088, atom 26 (H): 0.091, atom 27 (H): 0.099, atom 28 (H): 0.123, atom 29 (H): 0.129, atom 30 (H): 0.073, atom 31 (H): 0.076, atom 32 (H): 0.078, atom 33 (H): 0.046, atom 34 (H): 0.095, atom 35 (C): -0.091, atom 36 (C): -0.350, atom 37 (O): -0.091, atom 38 (H): 0.064, atom 39 (H): 0.075, atom 40 (H): 0.073, atom 41 (H): 0.065, atom 42 (H): 0.116, atom 43 (H): 0.025, atom 44 (C): -0.086, atom 45 (C): -0.314, atom 46 (O): -0.090, atom 47 (H): 0.069, atom 48 (H): 0.057, atom 49 (H): 0.078, atom 50 (H): 0.108, atom 51 (H): 0.100, atom 52 (H): 0.073, atom 53 (C): -0.081, atom 54 (C): -0.342, atom 55 (O): -0.102, atom 56 (H): 0.075, atom 57 (H): 0.079, atom 58 (H): 0.079, atom 59 (H): 0.109, atom 60 (H): 0.119, atom 61 (H): 0.100, atom 62 (C): -0.089, atom 63 (C): -0.309, atom 64 (O): -0.098, atom 65 (H): 0.075, atom 66 (H): 0.069, atom 67 (H): 0.076, atom 68 (H): 0.089, atom 69 (H): 0.112, atom 70 (H): 0.076, atom 71 (C): -0.083, atom 72 (C): -0.311, atom 73 (O): -0.079, atom 74 (H): 0.054, atom 75 (H): 0.069, atom 76 (H): 0.074, atom 77 (H): 0.110, atom 78 (H): 0.088, atom 79 (H): 0.077, atom 80 (C): -0.092, atom 81 (C): -0.340, atom 82 (O): -0.075, atom 83 (H): 0.070, atom 84 (H): 0.064, atom 85 (H): 0.081, atom 86 (H): 0.107, atom 87 (H): 0.110, atom 88 (H): 0.079